# 1
63
Properties=species:S:1:pos:R:3 method="wB97M-V/def2-TZVPD" charge=+1 multiplicity=5 total_energy_ev=-91565.134 orbital_gap_ev="7.53 / 6.19" de_lowest_kj_mol=34.35
Co 1.14 -0.04 0.66
N -0.88 -2.23 3.74
C -0.38 -1.66 2.64
S 0.40 -0.11 2.84
N -0.59 -2.32 1.51
N -0.02 -1.68 0.44
C -0.34 -2.02 -0.75
C -1.31 -3.07 -1.12
C -1.21 -4.36 -0.59
C -2.13 -5.33 -0.97
C -3.15 -5.02 -1.86
C -3.26 -3.73 -2.37
C -2.34 -2.77 -2.01
C 0.35 -1.21 -1.82
C 0.34 -1.57 -3.16
C 1.00 -0.76 -4.07
C 1.64 0.38 -3.64
C 1.62 0.67 -2.28
N 0.99 -0.11 -1.41
H -0.71 -1.83 4.64
H -1.30 -3.14 3.67
H -0.43 -4.59 0.11
H -2.04 -6.33 -0.57
H -3.87 -5.78 -2.14
H -4.06 -3.48 -3.05
H -2.43 -1.76 -2.41
H -0.16 -2.48 -3.46
H 1.01 -1.03 -5.12
H 2.15 1.04 -4.32
H 2.11 1.54 -1.88
C -2.74 5.03 -0.79
N -1.61 4.10 -0.74
C -1.07 3.79 -2.06
C -1.46 3.22 0.28
S -1.08 1.59 0.00
N -1.66 3.70 1.52
C -1.50 5.12 1.86
C -1.77 2.82 2.68
H -3.44 4.69 -1.55
H -2.41 6.04 -1.04
H -3.26 5.05 0.16
H -0.96 4.72 -2.60
H -1.74 3.13 -2.62
H -0.10 3.30 -1.97
H -1.01 5.65 1.05
H -0.88 5.18 2.75
H -2.46 5.59 2.08
H -2.18 1.86 2.38
H -2.42 3.30 3.41
H -0.79 2.64 3.13
C 5.28 -0.97 1.94
C 3.75 -1.07 1.94
C 3.30 -2.47 1.50
C 3.20 0.01 1.04
H 5.70 -1.70 2.63
H 5.61 0.02 2.25
H 5.68 -1.17 0.95
H 3.38 -0.89 2.95
H 3.66 -2.68 0.49
H 2.22 -2.58 1.52
H 3.72 -3.23 2.16
H 3.57 -0.06 0.01
H 3.31 1.02 1.43



# 2
22
Properties=species:S:1:pos:R:3 method="wB97M-V/def2-TZVPD" total_energy_ev=-11442.739 orbital_gap_ev=4.62 de_lowest_kj_mol=767.18
N 0.79 -2.62 0.54
C 0.60 1.58 0.83
C -0.18 1.12 1.92
O -0.63 -0.33 1.74
C -0.16 1.82 -0.46
N -0.26 0.86 -1.62
C 0.96 -0.01 -1.82
H 0.24 -2.51 -0.27
H 0.48 -3.36 1.15
H 1.61 2.03 0.93
H 0.24 0.94 2.90
H -1.12 1.67 2.18
H -0.56 -0.60 0.84
H 0.21 2.65 -1.08
H -1.16 1.97 -0.17
H -0.99 0.12 -1.47
H 0.57 -0.82 -2.46
H 1.35 -0.36 -0.95
H 1.66 0.60 -2.35
H -1.88 -1.48 -0.93
H 0.82 -1.76 0.95
O -0.93 -1.40 -1.06



# 3
13
Properties=species:S:1:pos:R:3 method="wB97M-V/def2-TZVPD" total_energy_ev=-30446.163 orbital_gap_ev=9.21 de_lowest_kj_mol=187.83
O -0.97 -1.43 -0.40
C -1.82 -0.52 -0.06
S -3.43 -0.60 -0.32
C -1.09 0.72 0.51
O -0.25 1.31 -0.52
C 1.01 0.88 -0.56
N 1.37 -0.21 0.02
S 2.97 -0.77 -0.23
H -0.06 -1.20 -0.12
H -1.79 1.51 0.68
H -0.55 0.51 1.42
H 1.65 1.53 -1.13
H 2.95 -1.71 0.71



# 4
15
Properties=species:S:1:pos:R:3 method="wB97M-V/def2-TZVPD" charge=+1 total_energy_ev=-9850.450 orbital_gap_ev="8.80 / 8.82" de_lowest_kj_mol=567.40
C -0.92 -0.26 0.07
C -0.21 -1.14 -0.73
C 1.13 -0.56 -1.06
C 1.27 0.74 -0.25
N -2.44 0.64 1.40
O -0.21 0.95 0.23
O 2.08 0.74 0.80
H -0.53 -2.11 -1.06
H 1.92 -1.26 -0.79
H 1.19 -0.37 -2.13
H 1.46 1.64 -0.85
H -3.02 1.06 0.68
H -2.94 -0.18 1.77
H -0.33 1.28 1.15
H 2.20 -0.12 1.23



# 5
16
Properties=species:S:1:pos:R:3 method="wB97M-V/def2-TZVPD" total_energy_ev=-22697.012 orbital_gap_ev="6.64 / 7.67" de_lowest_kj_mol=0.00
C 1.30 0.52 -1.20
C 0.15 -0.06 -1.95
C 1.59 0.41 0.11
C -1.09 -0.18 -1.44
C 0.89 -0.42 1.15
C -0.44 0.36 1.28
N -1.62 -0.21 1.14
O -2.66 0.48 1.02
O -1.69 -1.46 1.15
F -0.34 1.63 1.61
I -2.94 -0.89 -1.24
H 1.87 0.98 -1.93
H 0.37 -0.31 -2.95
H 2.44 0.82 0.55
H 0.70 -1.30 0.70
H 1.46 -0.39 2.01



# 6
183
Properties=species:S:1:pos:R:3 method="wB97M-V/def2-TZVPD" total_energy_ev=-89768.228 orbital_gap_ev=8.69 de_lowest_kj_mol=561.96
C -1.16 3.78 0.88
O -2.15 4.71 0.49
C -2.50 4.60 -0.89
C -3.76 5.28 -1.15
N -4.92 4.94 -0.29
C -6.16 5.52 -0.80
C -7.30 5.32 0.17
O -7.44 6.41 1.13
C -8.13 6.12 2.28
H -0.21 3.63 0.36
H -1.56 2.77 0.79
H -0.77 3.91 1.89
H -2.57 3.63 -1.37
H -1.68 5.20 -1.28
H -3.97 5.04 -2.19
H -3.50 6.34 -1.12
H -4.71 5.10 0.69
H -6.51 5.05 -1.72
H -5.97 6.59 -0.90
H -7.08 4.29 0.45
H -8.23 5.30 -0.39
H -8.61 6.90 2.86
H -7.34 5.80 2.97
H -8.81 5.27 2.22
C 3.54 6.07 5.97
O 4.13 5.03 5.23
C 5.60 4.81 5.36
C 6.06 3.87 4.28
N 5.91 4.57 2.99
C 6.30 3.81 1.81
C 5.36 4.10 0.66
O 4.14 3.31 0.70
C 3.47 3.46 -0.56
H 3.03 6.80 5.35
H 4.20 6.70 6.56
H 2.73 5.76 6.64
H 5.58 4.40 6.37
H 6.26 5.64 5.60
H 5.35 3.05 4.41
H 7.05 3.45 4.44
H 4.92 4.76 2.97
H 6.26 2.78 2.14
H 7.30 3.94 1.39
H 5.96 3.91 -0.23
H 5.26 5.18 0.56
H 2.43 3.19 -0.39
H 3.85 2.82 -1.35
H 3.39 4.49 -0.91
C 2.55 -6.19 8.87
O 2.14 -5.56 7.67
C 2.67 -6.13 6.50
C 2.42 -5.01 5.42
N 3.34 -3.91 5.61
C 2.98 -2.60 5.03
C 2.95 -2.62 3.51
O 4.28 -3.00 3.06
C 4.34 -3.04 1.61
H 2.35 -5.81 9.87
H 3.64 -6.23 8.92
H 2.28 -7.23 9.03
H 2.11 -7.02 6.19
H 3.74 -6.36 6.58
H 1.40 -4.69 5.62
H 2.41 -5.48 4.44
H 3.61 -3.90 6.58
H 3.72 -1.87 5.35
H 1.99 -2.32 5.39
H 2.73 -1.57 3.36
H 2.13 -3.28 3.20
H 4.24 -4.03 1.17
H 5.20 -2.46 1.25
H 3.51 -2.47 1.18
C -2.99 -3.43 -2.14
O -3.12 -3.30 -3.56
C -4.23 -4.02 -4.09
C -5.67 -3.58 -3.63
N -5.84 -2.14 -3.95
C -6.45 -1.46 -2.80
C -7.92 -1.78 -2.64
O -8.18 -3.19 -2.29
C -9.57 -3.58 -2.39
H -3.86 -2.87 -1.81
H -2.12 -2.85 -1.84
H -2.98 -4.46 -1.76
H -4.11 -5.04 -3.74
H -4.16 -4.01 -5.18
H -5.87 -3.82 -2.58
H -6.41 -4.18 -4.16
H -4.94 -1.73 -4.15
H -6.21 -0.41 -3.01
H -5.75 -1.73 -2.01
H -8.44 -1.47 -3.54
H -8.40 -1.11 -1.94
H -10.22 -2.75 -2.15
H -9.91 -4.37 -1.72
H -9.86 -3.97 -3.37
C 4.73 -2.31 -7.26
O 3.52 -2.15 -6.46
C 2.37 -1.89 -7.20
C 1.42 -1.36 -6.08
N 0.08 -1.15 -6.66
C -0.98 -1.33 -5.60
C -1.13 -0.34 -4.52
O -1.77 0.85 -5.02
C -3.20 0.75 -5.01
H 5.50 -2.91 -6.78
H 5.07 -1.31 -7.51
H 4.61 -2.93 -8.15
H 1.90 -2.78 -7.62
H 2.54 -1.09 -7.92
H 1.81 -0.39 -5.76
H 1.37 -2.03 -5.22
H 0.05 -0.21 -7.03
H -0.83 -2.30 -5.14
H -1.99 -1.33 -6.02
H -0.17 -0.09 -4.08
H -1.77 -0.73 -3.72
H -3.59 -0.26 -5.13
H -3.78 1.30 -5.75
H -3.39 1.12 -4.01
C -1.43 -2.13 3.99
C -2.59 -2.73 3.09
O -3.01 -1.77 2.18
H -1.71 -1.14 4.34
H -0.49 -2.02 3.44
H -1.25 -2.77 4.85
H -3.44 -2.87 3.75
H -2.24 -3.66 2.66
H -3.65 -2.16 1.59
C -3.59 0.93 -0.69
C -5.06 1.37 -0.60
O -5.27 2.48 -1.49
H -3.60 0.55 -1.71
H -3.31 0.17 0.04
H -2.78 1.66 -0.66
H -5.26 1.62 0.44
H -5.80 0.58 -0.76
H -5.21 3.22 -0.89
C 3.46 0.21 -3.62
C 4.13 0.91 -4.84
O 4.49 2.16 -4.35
H 3.91 0.39 -2.64
H 3.54 -0.87 -3.75
H 2.40 0.49 -3.60
H 3.51 1.11 -5.72
H 5.09 0.57 -5.22
H 4.53 2.71 -5.14
C 0.75 -4.04 -0.43
C 0.42 -4.79 0.85
O 1.67 -5.12 1.23
H 1.20 -4.64 -1.22
H 1.43 -3.21 -0.25
H -0.21 -3.75 -0.85
H -0.21 -5.66 0.68
H 0.08 -4.15 1.67
H 1.57 -5.81 1.89
C 6.60 0.72 -0.86
C 5.69 -0.10 -0.05
O 4.39 0.40 -0.20
H 6.30 0.91 -1.89
H 7.62 0.34 -0.91
H 6.74 1.69 -0.39
H 6.05 -0.04 0.98
H 5.78 -1.16 -0.31
H 4.25 1.23 0.24
C -0.54 -0.53 0.14
C 0.76 -0.25 -0.60
O 1.81 -0.65 0.23
H -0.54 -1.42 0.77
H -1.26 -0.79 -0.63
H -1.09 0.20 0.72
H 1.00 0.79 -0.85
H 0.89 -0.75 -1.56
H 2.62 -0.22 -0.06
C 1.24 1.44 3.04
C 2.72 1.59 3.23
O 3.11 1.82 4.62
H 0.61 2.20 3.52
H 0.96 0.56 3.62
H 1.01 1.34 1.98
H 3.17 2.39 2.63
H 3.29 0.69 2.97
H 3.78 1.18 4.88



# 7
16
Properties=species:S:1:pos:R:3 method="wB97M-V/def2-TZVPD" total_energy_ev=-19126.583 orbital_gap_ev=7.85 de_lowest_kj_mol=370.37
C 2.39 -0.69 -0.34
N 1.05 0.05 -0.30
C -0.02 -0.66 0.48
C -1.22 0.30 0.37
C -2.33 0.08 -0.65
S -3.82 -0.22 -0.13
C -0.38 1.51 0.24
N 0.79 1.30 -0.29
H 3.00 -0.70 0.58
H 2.16 -1.75 -0.51
H 2.91 -0.39 -1.20
H -0.05 -1.75 0.37
H 0.16 -0.43 1.63
H -1.76 0.29 1.37
H -2.17 0.42 -1.79
H -0.71 2.65 0.17



# 8
55
Properties=species:S:1:pos:R:3 method="wB97M-V/def2-TZVPD" charge=-2 total_energy_ev=-396875.333 orbital_gap_ev=6.42 de_lowest_kj_mol=24.41
Zn -0.11 -0.20 0.34
S 0.50 -0.60 2.61
C 2.09 -0.46 1.96
S 2.24 -0.30 0.24
C 3.21 -0.46 2.79
C 4.53 -0.36 2.29
N 5.63 -0.30 1.93
C 3.08 -0.48 4.20
N 3.00 -0.51 5.35
Br -6.23 -1.57 -2.55
C -4.68 -0.68 -1.92
C -4.57 0.70 -2.00
Br -5.96 1.73 -2.77
C -3.41 1.33 -1.51
Br -3.24 3.22 -1.55
C -2.35 0.62 -0.97
O -1.27 1.18 -0.50
C -2.46 -0.82 -0.89
O -1.47 -1.48 -0.36
C -3.63 -1.42 -1.35
Br -3.75 -3.30 -1.12
C 0.65 2.52 5.40
C 0.82 2.81 3.93
C -0.28 2.89 3.08
C -0.12 3.05 1.71
C 1.16 3.17 1.19
C 2.27 3.11 2.03
C 2.09 2.94 3.39
S 1.50 3.26 -0.57
C 0.34 4.58 -0.95
O 2.86 3.86 -0.71
H -0.40 2.50 5.68
H 1.15 3.27 6.01
H 1.09 1.55 5.63
H -1.28 2.77 3.48
H -0.98 3.03 1.06
H 3.26 3.19 1.59
H 2.96 2.85 4.04
H 0.59 5.46 -0.35
H -0.67 4.24 -0.77
H 0.46 4.79 -2.01
N 0.51 -3.46 -1.32
C 0.27 -4.03 -2.54
C -0.77 -3.56 -3.35
C -1.00 -4.11 -4.60
C -0.21 -5.15 -5.08
C 0.83 -5.62 -4.28
C 1.06 -5.08 -3.03
H 1.16 -3.90 -0.70
H -0.19 -2.86 -0.90
H -1.39 -2.75 -2.99
H -1.81 -3.73 -5.20
H -0.39 -5.58 -6.05
H 1.46 -6.43 -4.63
H 1.88 -5.45 -2.42